w.
{"formula": "C4H10N2", "method": "wB97M-V/def2-TZVPD", "smiles": "C=NC.C=NC", "total_charge": 0, "gap_ev": 10.56, "elements": ["C", "C", "N", "H", "H", "H", "H", "H", "C", "C", "N", "H", "H", "H", "H", "H"], "coordinates": [[-0.6972, 1.6141, -2.2348], [-0.0863, -0.5917, -2.5690], [0.2655, 0.5328, -2.1259], [-1.5022, 1.3676, -2.9346], [-0.1874, 2.5719, -2.3760], [-1.1123, 1.7629, -1.2300], [0.6245, -1.4040, -2.4388], [-1.0055, -0.7889, -3.1203], [1.4794, -0.6556, 2.2296], [-0.7796, -0.5663, 2.7025], [0.3808, -0.4698, 3.1546], [1.2265, -1.2983, 1.3760], [2.3258, -1.1102, 2.7466], [1.8264, 0.2927, 1.8268], [-1.6766, -0.3888, 3.3043], [-1.0819, -0.8683, 1.6886]]}


x.
{"formula": "C4H10N2", "method": "wB97M-V/def2-TZVPD", "total_charge": 0, "gap_ev": 8.19, "elements": ["C", "C", "C", "C", "N", "N", "H", "H", "H", "H", "H", "H", "H", "H", "H", "H"], "coordinates": [[-1.4089, 0.1585, -0.1941], [-2.8821, 0.0827, -0.0168], [2.8135, 0.0950, -0.0362], [1.3380, -0.1250, -0.2604], [-0.5693, -0.0588, 0.9308], [0.6830, -0.1563, 0.9801], [-1.0274, -0.0946, -1.1283], [-3.0163, -0.8824, 0.5782], [-3.2241, -0.0279, -0.9588], [-3.4322, 0.9081, 0.4335], [2.9100, 1.2205, -0.0096], [3.4979, -0.3504, 0.6675], [3.4032, -0.1600, -0.9914], [1.0714, 0.6841, -0.9651], [0.9990, -1.0778, -0.7439], [-1.1558, -0.2156, 1.7145]]}


y.
{"formula": "C4H10N2", "method": "wB97M-V/def2-TZVPD", "total_charge": 0, "gap_ev": [8.34, 8.34], "elements": ["C", "C", "C", "N", "C", "N", "H", "H", "H", "H", "H", "H", "H", "H", "H", "H"], "coordinates": [[-0.8662, -0.3205, -0.3790], [-1.2229, -1.7404, -0.1132], [1.4762, -0.0198, -0.5199], [-1.1208, 0.6315, 0.5231], [0.6122, 1.9255, 0.5739], [-0.6284, 1.8736, 0.1549], [-1.0069, 0.3587, 1.5056], [-0.8745, 0.0506, -1.3946], [-2.2420, -1.9625, -0.4428], [-0.5479, -2.3886, -0.6745], [1.6502, -0.8488, 0.1671], [2.3350, 0.6505, -0.5020], [1.4173, -0.3758, -1.5478], [-1.1417, -1.9876, 0.9467], [1.2029, 2.7718, 0.2430], [0.9575, 1.3819, 1.4596]]}


Which is the most stable structure? w is the most stable.


w.
{"formula": "C4H10N2", "method": "wB97M-V/def2-TZVPD", "smiles": "C=C(C)N.C=N", "total_charge": 0, "gap_ev": 9.04, "elements": ["C", "C", "C", "N", "H", "H", "H", "H", "H", "H", "H", "C", "N", "H", "H", "H"], "coordinates": [[1.3796, -0.0584, 0.2344], [0.7442, 1.2411, -0.1933], [0.3714, 1.4364, -1.4709], [0.6381, 2.1926, 0.7997], [0.9694, -0.4658, 1.1530], [2.4512, 0.1312, 0.3616], [1.2867, -0.7650, -0.5825], [-0.1101, 2.3391, -1.8166], [0.6679, 0.6808, -2.1832], [1.1844, 2.0516, 1.6330], [0.4865, 3.1424, 0.5376], [-2.1862, -2.6006, 0.2954], [-0.9987, -2.1783, 0.2551], [-2.5598, -3.0172, 1.2283], [-2.8571, -2.6198, -0.5661], [-0.7923, -1.6318, -0.5739]]}


x.
{"formula": "C4H10N2", "method": "wB97M-V/def2-TZVPD", "smiles": "[H]/N=C\\N(C)CC", "total_charge": 0, "gap_ev": 9.40, "elements": ["C", "C", "C", "C", "H", "H", "H", "H", "H", "H", "H", "H", "H", "H", "N", "N"], "coordinates": [[1.9280, -0.7901, 0.3248], [1.0946, 0.4978, -0.3132], [-1.2610, 1.3106, 0.1596], [-0.8764, -1.0389, -0.3692], [1.1263, -1.4101, 1.1012], [2.0668, -1.2879, -0.6528], [2.9871, -0.6456, 0.9222], [1.5037, 0.6504, -1.4512], [1.2545, 1.5409, 0.3426], [-2.2756, 1.0666, -0.5129], [-1.4590, 1.2250, 1.4264], [-0.8274, 2.3271, -0.3728], [-0.1671, -1.8325, -1.1425], [-2.7329, -0.5038, 0.7326], [-0.2773, 0.2556, -0.2621], [-2.0843, -1.3650, 0.0672]]}


y.
{"formula": "C4H10N2", "method": "wB97M-V/def2-TZVPD", "smiles": "N/C=C/CCN", "total_charge": 0, "gap_ev": 9.12, "elements": ["C", "C", "C", "C", "N", "N", "H", "H", "H", "H", "H", "H", "H", "H", "H", "H"], "coordinates": [[1.4753, -0.9536, -0.3610], [0.6127, -0.2258, 0.7000], [-0.8542, -0.2327, 0.4222], [-1.4940, 0.8700, 0.0331], [-2.8363, 0.9361, -0.3070], [2.8618, -0.4806, -0.2942], [1.0063, -0.7485, -1.3277], [1.4917, -2.0215, -0.1440], [0.8796, -0.6905, 1.6476], [0.9906, 0.7903, 0.7783], [-1.4204, -1.1088, 0.7019], [-0.9103, 1.7222, -0.3166], [-3.3412, 0.0772, -0.4242], [-3.3302, 1.8023, -0.3654], [3.2900, -0.5251, -1.2112], [2.9604, 0.4863, -0.0118]]}


Which is the most stable structure? y is the most stable.


w.
{"formula": "C4H10N2", "method": "wB97M-V/def2-TZVPD", "smiles": "[H]/N=C\\NCCC", "total_charge": 0, "gap_ev": 9.73, "elements": ["C", "C", "C", "N", "C", "N", "H", "H", "H", "H", "H", "H", "H", "H", "H", "H"], "coordinates": [[0.8726, -1.8988, -0.7772], [1.3831, -0.6082, -0.1082], [0.4104, 0.5788, -0.3401], [-0.9298, 0.5557, 0.1692], [-1.2852, 1.6005, 0.9927], [-2.5113, 1.7710, 1.3483], [1.6261, -2.6334, -0.4838], [-0.1583, -2.2303, -0.2813], [0.7787, -1.7201, -1.8951], [2.4305, -0.4670, -0.4297], [1.3732, -0.6518, 0.9822], [0.8048, 1.4882, 0.1670], [0.4323, 0.7447, -1.4021], [-1.4676, -0.1980, -0.1282], [-0.5418, 2.3586, 1.3936], [-3.2175, 1.3102, 0.7927]]}


x.
{"formula": "C4H10N2", "method": "wB97M-V/def2-TZVPD", "smiles": "N/C=C/CCN", "total_charge": 0, "gap_ev": 9.19, "elements": ["C", "C", "C", "C", "N", "N", "H", "H", "H", "H", "H", "H", "H", "H", "H", "H"], "coordinates": [[0.7242, 1.6108, 0.9403], [-0.3693, 1.0584, 0.0094], [-0.4539, -0.4608, 0.1427], [-1.1695, -1.1499, -0.7517], [-1.0626, -2.4675, -1.1840], [2.0256, 1.1439, 0.4573], [0.5330, 1.1501, 1.9012], [0.7012, 2.6940, 1.0010], [-1.3428, 1.4770, 0.2498], [-0.1396, 1.3417, -1.0165], [0.2496, -0.9928, 0.7761], [-1.9133, -0.5932, -1.3199], [-1.9858, -2.8528, -1.2978], [-0.3145, -3.0449, -0.8453], [2.5929, 0.6994, 1.1471], [1.9248, 0.3864, -0.2096]]}


Which is the most stable structure? x is the most stable.


w.
{"formula": "C3H8N2O", "method": "wB97M-V/def2-TZVPD", "total_charge": -1, "spin_multiplicity": 2, "gap_ev": [3.17, 9.55], "s_squared": 0.750, "elements": ["C", "C", "O", "H", "H", "H", "H", "N", "C", "N", "H", "H", "H", "H"], "coordinates": [[2.9423, 0.4880, -1.7099], [1.7331, 1.0380, -1.6724], [0.9473, 1.0962, -0.5489], [3.2195, -0.2103, -0.9339], [3.6193, 0.7197, -2.5207], [1.3830, 1.6865, -2.4612], [1.4807, 0.6287, 0.1304], [-2.4236, -0.0431, 0.6823], [-1.9789, -1.0335, 1.5227], [-2.5208, -1.2960, 2.6456], [-2.0349, 0.0814, -0.2359], [-3.3599, 0.2390, 0.9153], [-1.1272, -1.5034, 1.0190], [-1.8798, -1.8912, 3.1675]]}


x.
{"formula": "C3H8N2O", "method": "wB97M-V/def2-TZVPD", "total_charge": -1, "spin_multiplicity": 2, "gap_ev": [6.19, 5.24], "s_squared": 0.755, "elements": ["O", "C", "N", "C", "N", "C", "H", "H", "H", "H", "H", "H", "H", "H"], "coordinates": [[-0.5024, -1.6890, -0.2381], [0.4908, -0.9632, 0.0204], [0.4172, 0.3974, -0.4303], [-0.8697, 0.9742, -0.7150], [-1.0867, 2.1570, 0.0686], [1.6621, -1.3052, 0.6946], [0.9597, 1.0460, 0.1246], [-1.6261, 0.2305, -0.3960], [-0.9591, 1.1952, -1.7834], [-0.4810, 0.9111, 2.5368], [-1.7658, 2.7589, -0.4115], [0.2276, 0.6179, 2.5125], [2.4817, -0.6074, 0.8155], [1.7787, -2.3233, 1.0377]]}


Which is the most stable structure? w is the most stable.